(1)
79
Properties=species:S:1:pos:R:3 method="wB97M-V/def2-TZVPD" e_above_lowest_kj_mol=99.1 spin_multiplicity=1 homo_lumo_gap_ev="6.23 / 6.23" e_tot_ha=-2556.090710
Pd -0.48 0.31 -0.42
C -1.39 2.78 1.65
P -1.05 0.99 1.86
C -2.05 0.45 3.27
C -3.30 1.01 3.53
C -4.13 0.46 4.50
C -3.73 -0.67 5.20
C -2.49 -1.23 4.95
C -1.66 -0.68 3.99
C 0.65 0.96 2.54
C 1.20 2.00 3.28
C 2.49 1.91 3.77
C 3.25 0.77 3.54
C 2.71 -0.28 2.82
C 1.42 -0.19 2.33
C -0.47 3.22 0.56
C 0.15 4.43 0.29
C 0.93 4.23 -0.88
C 0.73 2.92 -1.28
C 1.28 2.09 -2.39
P 1.74 0.44 -1.65
C 1.35 -0.78 -2.96
C 2.18 -1.88 -3.20
C 1.76 -2.91 -4.03
C 0.51 -2.86 -4.63
C -0.31 -1.77 -4.40
C 0.10 -0.74 -3.57
C 3.56 0.60 -1.78
C 4.22 0.55 -3.01
C 5.58 0.80 -3.08
C 6.29 1.12 -1.93
C 5.65 1.17 -0.70
C 4.28 0.91 -0.63
N -0.12 2.32 -0.39
H -1.23 3.33 2.58
H -2.44 2.90 1.36
H -3.63 1.88 2.98
H -5.10 0.90 4.69
H -4.40 -1.11 5.93
H -2.17 -2.10 5.51
H -0.68 -1.12 3.80
H 0.63 2.90 3.45
H 2.91 2.74 4.33
H 4.26 0.70 3.93
H 3.29 -1.18 2.65
H 0.98 -1.02 1.78
H 0.06 5.34 0.86
H 1.54 4.96 -1.38
H 2.14 2.56 -2.86
H 0.51 1.92 -3.15
H 3.16 -1.93 -2.73
H 2.42 -3.76 -4.21
H 0.19 -3.67 -5.27
H -1.30 -1.73 -4.86
H -0.58 0.08 -3.37
H 3.66 0.33 -3.91
H 6.08 0.76 -4.03
H 7.35 1.32 -1.99
H 6.20 1.42 0.19
H 3.77 0.95 0.33
O -2.48 0.31 -1.44
C -3.45 -0.46 -1.12
C -4.78 0.04 -1.12
C -5.87 -0.77 -0.92
C -5.70 -2.13 -0.65
C -4.42 -2.64 -0.57
C -3.29 -1.84 -0.79
C -1.97 -2.42 -0.65
N -0.81 -1.80 -0.48
C 0.18 -2.75 -0.37
C -0.38 -3.98 -0.48
N -1.73 -3.76 -0.66
H -4.89 1.10 -1.32
H -6.87 -0.35 -0.96
H -6.55 -2.77 -0.50
H -4.31 -3.68 -0.30
H 1.21 -2.49 -0.24
H 0.05 -4.96 -0.44
H -2.42 -4.46 -0.78

***

(2)
80
Properties=species:S:1:pos:R:3 method="wB97M-V/def2-TZVPD" total_charge=-1 spin_multiplicity=1 homo_lumo_gap_ev=5.82 e_tot_ha=-2155.995920
O -2.23 5.76 -0.37
C -3.22 4.90 -0.62
O -4.02 5.13 -1.87
C -3.59 3.61 0.37
C -2.80 2.22 -0.12
C -1.20 2.68 -0.27
C -0.37 2.89 1.14
C 1.23 3.36 1.06
C 1.83 3.61 -0.44
C 1.00 3.41 -1.85
C -0.60 2.93 -1.78
H -3.14 3.89 1.44
H -4.74 3.41 0.45
H -2.92 1.40 0.72
H -3.25 1.77 -1.10
H -0.95 2.70 2.16
H 1.84 3.51 2.07
H 2.94 3.97 -0.53
H 1.47 3.63 -2.92
H -1.28 2.79 -2.72
F -5.29 0.69 -1.34
C -5.11 0.10 -2.53
C -4.95 0.88 -3.67
C -4.75 0.26 -4.90
C -4.73 -1.14 -4.98
C -4.90 -1.91 -3.84
C -5.08 -1.29 -2.60
H -4.97 1.96 -3.59
H -4.61 0.86 -5.80
H -4.58 -1.62 -5.95
H -4.89 -3.00 -3.90
H -5.21 -1.88 -1.70
F -0.66 -0.35 0.85
C -0.98 -1.62 0.56
C -0.64 -2.63 1.45
C -0.98 -3.95 1.15
C -1.64 -4.25 -0.04
C -1.96 -3.23 -0.94
C -1.64 -1.91 -0.63
H -0.12 -2.39 2.37
H -0.73 -4.75 1.85
H -1.89 -5.28 -0.28
H -2.47 -3.46 -1.87
H -1.89 -1.10 -1.31
F 2.25 -0.07 3.76
C 3.23 -0.01 2.85
C 4.54 0.22 3.26
C 5.56 0.28 2.31
C 5.26 0.13 0.96
C 3.94 -0.10 0.55
C 2.92 -0.17 1.50
H 4.75 0.35 4.32
H 6.59 0.46 2.63
H 6.05 0.18 0.22
H 3.71 -0.22 -0.50
H 1.90 -0.36 1.20
F 4.96 -0.48 -2.18
C 6.14 -0.88 -2.66
C 6.70 -0.23 -3.75
C 7.93 -0.64 -4.25
C 8.60 -1.71 -3.65
C 8.03 -2.37 -2.55
C 6.80 -1.95 -2.05
H 6.16 0.60 -4.21
H 8.38 -0.13 -5.10
H 9.56 -2.04 -4.04
H 8.55 -3.20 -2.09
H 6.35 -2.44 -1.19
F -5.32 -1.11 6.96
C -4.35 -1.05 6.05
C -3.04 -0.82 6.46
C -2.02 -0.76 5.51
C -2.32 -0.91 4.16
C -3.63 -1.14 3.75
C -4.65 -1.21 4.70
H -2.83 -0.69 7.52
H -0.99 -0.58 5.83
H -1.52 -0.86 3.42
H -3.87 -1.25 2.69
H -5.68 -1.39 4.40

***

(3)
87
Properties=species:S:1:pos:R:3 method="wB97M-V/def2-TZVPD" e_above_lowest_kj_mol=70.6 total_charge=+1 s2=0.79 spin_multiplicity=2 homo_lumo_gap_ev="6.42 / 5.62" e_tot_ha=-3252.904622
Ir -0.19 1.40 0.06
C 5.78 -0.51 5.33
C 4.99 -0.48 4.05
C 5.63 -0.46 2.81
C 4.90 -0.45 1.63
C 3.52 -0.44 1.69
C 2.86 -0.48 2.91
C 3.60 -0.49 4.08
S 2.56 -0.47 0.20
O 3.48 -0.59 -0.90
O 1.53 -1.45 0.39
N 1.81 1.01 0.12
C 2.60 2.17 0.21
C 3.97 2.26 0.09
C 4.63 3.50 0.26
C 3.95 4.65 0.55
C 2.54 4.60 0.64
C 1.73 5.73 0.90
C 0.37 5.61 0.95
C -0.21 4.35 0.75
N 0.52 3.28 0.51
C 1.89 3.37 0.47
H 6.84 -0.30 5.15
H 5.71 -1.49 5.80
H 5.40 0.22 6.04
H 6.71 -0.47 2.77
H 5.40 -0.47 0.67
H 1.78 -0.52 2.95
H 3.09 -0.52 5.04
H 4.55 1.40 -0.18
H 5.70 3.52 0.16
H 4.46 5.59 0.68
H 2.21 6.69 1.04
H -0.27 6.46 1.14
H -1.28 4.22 0.78
S -0.46 1.03 2.29
C -2.17 0.68 2.41
N -2.73 -0.13 1.47
C -4.04 -0.39 1.45
C -4.83 0.12 2.44
C -4.19 0.88 3.42
N -2.89 1.16 3.40
H -2.13 -0.43 0.70
H -4.39 -1.00 0.62
H -5.90 -0.05 2.45
H -4.76 1.30 4.24
B -4.71 2.75 -0.48
C -3.21 2.35 -0.25
N -2.11 2.04 -0.11
H -5.05 3.41 0.47
H -4.75 3.37 -1.52
H -5.32 1.70 -0.55
N -0.69 -0.25 -0.77
P -1.11 -1.41 -1.77
C -1.94 -2.64 -0.74
C -3.17 -3.18 -1.08
C -3.79 -4.09 -0.23
C -3.17 -4.46 0.96
C -1.93 -3.92 1.30
C -1.31 -3.01 0.46
C -2.23 -0.95 -3.09
C -2.28 -1.71 -4.26
C -3.20 -1.41 -5.24
C -4.08 -0.34 -5.07
C -4.03 0.42 -3.91
C -3.11 0.11 -2.92
C 0.32 -2.17 -2.56
C 1.06 -1.37 -3.43
C 2.20 -1.88 -4.02
C 2.61 -3.18 -3.74
C 1.86 -3.97 -2.88
C 0.72 -3.47 -2.28
H -3.66 -2.89 -2.00
H -4.75 -4.51 -0.49
H -3.65 -5.17 1.62
H -1.44 -4.22 2.22
H -0.33 -2.60 0.70
H -1.59 -2.54 -4.40
H -3.24 -2.00 -6.15
H -4.80 -0.11 -5.84
H -4.71 1.25 -3.76
H -3.07 0.70 -2.01
H 0.75 -0.35 -3.64
H 2.79 -1.26 -4.68
H 3.50 -3.57 -4.21
H 2.18 -4.99 -2.67
H 0.15 -4.09 -1.60